Entry 1:
Entry from OMol25: C24H24BrCl2CoN5O2P as an isolated structure (the ωB97M-V functional and the def2-TZVPD basis).

```
60
C24H24BrCl2CoN5O2P | OMol25 | the ωB97M-V functional and the def2-TZVPD basis
Br 5.87765 0.81519 -5.30142
Co 0.84174 -0.38983 0.04604
Cl 1.87268 -2.00107 1.56245
Cl -0.07344 -4.25712 1.12809
P -1.18787 0.06111 0.84848
O 2.46687 -0.42475 -1.10663
O 0.73397 0.82637 -1.34950
N 2.48603 0.77642 2.21110
N 2.15159 2.49749 -4.89309
N -0.03951 -1.79789 -0.95686
N 1.68217 1.10347 1.06605
N -1.97864 -1.28874 0.20803
C -2.01752 -3.04679 -1.45568
C 4.18022 1.23581 -4.62871
C 2.43922 1.02749 -3.03552
C -1.34353 -2.04698 -0.75649
C -1.09308 -1.33112 4.66058
C 0.05055 -3.59073 -2.53126
C -1.74129 2.40171 -0.60123
C -1.31464 -3.81769 -2.34962
C -3.76785 3.64773 -0.25781
C 3.36713 2.14811 -5.30456
C -0.98504 -0.15945 5.39998
C 1.69919 1.94408 -3.77855
C 3.71431 0.65791 -3.46819
C -1.09709 1.13887 3.38287
C -0.98481 1.07400 4.76306
C 1.89028 0.45609 -1.81974
C -2.56768 3.46699 -0.92845
C -1.19387 -0.03885 2.63680
C -2.12250 1.52404 0.41597
C 1.48690 -3.77600 1.73286
C -4.15122 2.77216 0.75125
C -3.33018 1.71544 1.10078
C 0.64569 -2.58069 -1.82603
C -1.18857 -1.27614 3.28018
H 4.31156 -0.05237 -2.91240
H 1.54017 -3.94479 2.80142
H -2.98674 -1.35679 0.24965
H 2.19768 1.66942 0.39110
H 0.70320 2.23325 -3.46252
H 0.93544 1.70045 1.41422
H 0.63693 -4.18588 -3.21520
H -1.28579 -2.18833 2.70851
H 3.72179 2.61126 -6.21796
H -1.11373 -2.28803 5.16507
H -0.91746 -0.20883 6.47854
H -5.08619 2.92164 1.27387
H -3.07208 -3.20694 -1.27752
H -4.41057 4.47801 -0.51856
H -2.27560 4.15424 -1.71082
H -1.81852 -4.60143 -2.89954
H -1.13688 2.10707 2.89541
H 1.69581 -2.35570 -1.93372
H -3.62257 1.05442 1.90800
H 3.37505 0.41948 1.87729
H -0.81711 2.25372 -1.13435
H 2.27128 -4.28855 1.19035
H -0.92008 1.98495 5.34251
H 2.66657 1.62310 2.74140
```

## Properties
orbital gap: 7.044 eV
LUMO level: -0.25682 hartree
net charge: +2
HOMO: -14.032 eV

Need the Löwdin charges? In units of e they are: 0.83, 0.29, 0.73, 0.68, 1.05, -0.03, -0.08, 0.00, 0.11, 0.00, -0.07, -0.04, 0.00, -0.66, -0.12, -0.38, -0.04, -0.03, -0.07, -0.01, -0.03, -0.13, -0.03, -0.06, -0.03, -0.10, -0.04, -0.49, -0.04, -0.35, -0.33, -0.84, -0.04, -0.08, -0.09, -0.10, 0.13, 0.04, 0.14, 0.13, 0.12, 0.10, 0.13, 0.07, 0.12, 0.12, 0.12, 0.12, 0.13, 0.12, 0.12, 0.13, 0.11, 0.12, 0.12, 0.09, 0.08, 0.05, 0.12, 0.11


Entry 2:
Entry from OMol25: one molecule with the formula C24H24ClN5O3S in a non-equilibrium geometry (the ωB97M-V functional and the def2-TZVPD basis).

```
58
C24H24ClN5O3S | OMol25 | the ωB97M-V functional and the def2-TZVPD basis
Cl -2.48049 -3.43955 -2.22198
S -0.69650 3.29117 0.48406
O 4.80503 0.93292 -2.01433
O -4.52493 1.44937 0.27793
O -0.66566 1.17732 -2.64996
N 1.98504 -1.34906 2.43588
N -0.05484 0.58340 0.61870
N -1.72573 -0.13759 1.83904
N -1.88927 1.18167 1.67453
N -2.49732 1.62269 -1.36655
C 1.39850 -0.16463 -1.17660
C -0.11491 -1.89239 1.17170
C 1.35090 -0.62713 3.50225
C -4.62295 -0.97865 0.06662
C 2.60204 -0.09637 -1.84997
C -5.20018 1.41315 1.51764
C 3.57364 -2.26723 1.18953
C -4.11293 0.26776 -0.25707
C 5.12740 0.10978 -3.11098
C -2.59040 -0.78239 -1.82353
C 2.14241 1.55145 0.33709
C -4.12704 -2.12366 -0.53751
C -1.26624 1.88476 -1.87196
C 1.16597 0.65488 -0.08406
C 3.32604 -1.54092 2.32093
C -3.12146 -2.01561 -1.47754
C 3.34286 1.61764 -0.33258
C -0.65256 3.17446 -1.35493
C -0.89719 1.61527 0.94970
C -3.07150 0.35697 -1.20287
C 3.58885 0.79171 -1.43174
C 2.32887 -2.52297 0.58782
C -0.64622 -0.50451 1.20260
C 1.36492 -1.94157 1.37365
H 1.95945 2.19194 1.18747
H 1.98453 -0.66313 4.38806
H 5.10239 -0.94919 -2.83636
H -5.26675 2.44967 1.84284
H 2.75532 -0.74064 -2.69956
H -4.62551 0.83784 2.24649
H 0.38356 3.23324 -1.68893
H 0.38341 -1.06857 3.74127
H 2.15536 -3.07435 -0.31504
H 4.11454 2.30199 -0.01920
H 4.53367 -2.58235 0.83239
H -6.20801 1.00035 1.41347
H -2.91890 2.30626 -0.74401
H -4.52131 -3.09069 -0.27034
H -1.79568 -0.70473 -2.54673
H 6.14150 0.38477 -3.39623
H 4.00291 -1.15147 3.05562
H -5.40140 -1.07327 0.80522
H 1.19331 0.42315 3.23713
H -0.64985 -2.45069 1.94636
H -0.35141 -2.35709 0.21151
H 4.45389 0.28466 -3.95562
H 0.63425 -0.84580 -1.51225
H -1.20346 4.04595 -1.70906
```

## Properties
structure (SMILES): COc1ccc(-n2c(Cc3cccn3C)nnc2SCC(=O)Nc2cc(Cl)ccc2OC)cc1
orbital gap: 8.442 eV
LUMO level: 0.02055 hartree
HOMO: -7.883 eV

Need the Löwdin charges? In units of e they are: 0.67, 0.98, -0.08, -0.11, 0.08, -0.10, 0.08, 0.09, 0.04, 0.14, -0.02, -0.03, -0.01, -0.01, 0.00, -0.07, -0.08, -0.24, -0.08, -0.04, -0.02, -0.11, -0.53, -0.23, -0.10, -0.68, 0.01, -0.32, -0.64, -0.15, -0.27, -0.06, -0.31, -0.27, 0.11, 0.09, 0.10, 0.10, 0.11, 0.09, 0.08, 0.10, 0.11, 0.12, 0.09, 0.09, 0.13, 0.10, 0.10, 0.09, 0.11, 0.11, 0.09, 0.13, 0.12, 0.10, 0.12, 0.08


Entry 3:
Entry from OMol25: C24H24ClNPRh as an isolated structure in a non-equilibrium geometry (the ωB97M-V functional and the def2-TZVPD basis).

```
52
C24H24ClNPRh | OMol25 | the ωB97M-V functional and the def2-TZVPD basis
Rh 0.96109 0.61119 0.49103
Cl 2.10653 -1.35022 1.03638
P -0.83838 -0.38661 -0.15965
N 2.49712 2.04707 0.60605
C 4.11585 1.40299 2.29146
C -2.22814 2.42225 -2.81740
C 4.65648 1.15319 -0.07458
C -1.22687 -2.07434 -0.73149
C -4.33667 0.08904 1.97039
C 6.29950 0.59960 1.61657
C 3.79409 1.53396 0.94598
C 5.38811 0.93357 2.62688
C -2.02171 -2.31888 -1.86753
C -3.43390 -0.19934 0.94281
C -0.35750 0.34057 -2.78296
C -2.49566 0.51298 3.48436
C -1.36450 2.23423 -3.89914
C -0.43086 1.19045 -3.88868
C -1.58918 0.18577 2.47145
C -2.06396 -4.67533 -1.32798
C 5.93354 0.70340 0.26978
C -0.79408 -3.15132 0.05893
C -3.86947 0.47391 3.23153
C -2.05666 -0.10203 1.18171
C -1.22396 0.54182 -1.68984
C -1.23105 -4.44355 -0.22828
C -2.44910 -3.61650 -2.15217
C -2.15495 1.58683 -1.69783
H 5.66512 0.84433 3.67609
H -2.95568 3.23504 -2.83240
H 0.10906 1.82472 -0.04450
H 0.03356 1.77959 1.02346
H -0.91860 -5.27362 0.40240
H -2.30884 -1.50631 -2.53563
H -3.08295 -3.79096 -3.02205
H 2.51687 2.49442 -0.30977
H -2.40431 -5.68625 -1.55233
H -3.79327 -0.49760 -0.04174
H -2.13376 0.79392 4.47326
H 6.63760 0.44624 -0.52117
H -0.50901 0.18063 2.65830
H -4.57456 0.74065 4.01983
H 3.36322 1.63854 3.04905
H 4.31346 1.20020 -1.11203
H -1.40665 2.91140 -4.75285
H 7.29891 0.25065 1.87849
H -2.79479 1.76534 -0.83295
H 2.21247 2.74472 1.29105
H 0.39986 -0.44801 -2.74586
H -5.40831 0.02390 1.78376
H 0.24677 1.04889 -4.73311
H -0.09189 -2.96515 0.87291
```

## Properties
orbital gap (alpha / beta): 6.052 / 3.470 eV
LUMO level (alpha / beta): -0.23241 / -0.39326 hartree
net charge: +2
multiplicity: 5
HOMO (alpha / beta): -12.376 / -14.172 eV

Need the Löwdin charges? In units of e they are: 0.50, 0.06, 0.86, -0.04, -0.04, -0.04, -0.03, -0.25, -0.04, -0.03, -0.36, -0.03, -0.02, -0.08, -0.12, -0.04, -0.04, -0.05, -0.11, 0.05, -0.04, -0.02, -0.03, -0.35, -0.42, 0.01, 0.03, -0.08, 0.12, 0.12, 0.05, 0.06, 0.14, 0.12, 0.14, 0.12, 0.15, 0.11, 0.12, 0.12, 0.08, 0.13, 0.13, 0.12, 0.12, 0.12, 0.11, 0.12, 0.11, 0.12, 0.12, 0.08